(1)
Entry from the Open Molecules 2025 dataset: an isolated molecule of C3H2ClF in a non-equilibrium geometry (the ωB97M-V functional and the def2-TZVPD basis).

Results
Energy relative to the best compared isomer or geometry (same formula, charge and spin)   132.6 kJ/mol
SMILES   FC1=C(Cl)C1
LUMO   0.0262 Ha
Frontier orbital gap   10.063 eV

The geometry in ORCA input format:
```
! RIJCOSX wB97M-V def2-TZVPD def2/J DEFGRID3
* xyz 0 1
C -0.49238 -0.53535 0.44016
C 0.73885 0.00442 -0.40513
H 1.70568 0.17326 -0.07964
C -0.43174 0.76881 0.14760
Cl -1.05774 -1.94794 1.12297
F -1.22139 1.88228 0.15470
H 0.75873 -0.34548 -1.38066
*
```

(2)
Entry from the Open Molecules 2025 dataset: a structure of composition C16H16MnN3O15P2S (the ωB97M-V functional and the def2-TZVPD basis).

Results
Energy relative to the best compared isomer or geometry (same formula, charge and spin)   0.0 kJ/mol
LUMO (spin up / spin down)   0.0472 / 0.0471 Ha
Frontier orbital gap (spin up / spin down)   6.515 / 6.513 eV
⟨S²⟩   0.90

The geometry in ORCA input format:
```
! RIJCOSX wB97M-V def2-TZVPD def2/J DEFGRID3
* xyz -1 2
H 6.34970 -1.32150 -6.93736
N -0.29308 -3.48368 -2.40118
O -2.57598 -1.59951 -0.61704
C 6.67748 -0.46248 -6.33747
P -2.90076 -0.03705 -0.30353
O 6.74308 -0.84377 -4.97248
C 2.87577 -0.83416 -1.83997
Mn 0.10939 0.36014 -0.73958
C 2.98458 0.44425 -3.96449
O -0.69176 0.62534 -2.48619
C 1.87437 1.05384 3.04390
C 0.90446 -2.35383 0.68795
H 1.98053 0.77785 -3.73785
C 0.84388 2.35746 1.11697
H 2.04382 1.95685 3.61155
O -2.16750 2.77317 -2.57733
O -1.57796 0.53086 0.21510
H 5.35789 -1.61191 -2.63147
O -2.47289 0.82823 -4.18766
H 2.80041 -0.28583 4.44290
O 0.51419 2.33824 -0.04840
N -1.45606 -2.05953 -3.75885
S 0.95290 -2.77165 -4.63086
H 2.62446 -2.40999 -0.41255
H 7.64435 -0.08571 -6.66014
O -3.11512 0.51592 -1.80835
C 5.48384 -0.53399 -4.49239
C 2.04216 -1.31179 2.71947
P -2.02693 1.31518 -2.71264
C 3.60816 0.83721 -5.14928
C 4.86033 0.32643 -5.38172
H 3.12341 1.49498 -5.85658
O -4.11322 0.14579 0.49557
O 1.80314 -0.25508 -1.58704
C 4.88976 -0.93024 -3.32621
O -0.29592 -2.57478 0.64150
C 1.35619 -1.16379 1.52161
H 0.58693 4.19396 1.27367
H -1.88854 -1.90699 0.00022
H -0.93730 -3.24703 -1.66315
H 0.61734 -3.79931 -2.11119
H -1.41478 -1.35994 -4.48034
O 3.38925 -1.75878 -1.13280
H -2.05820 -1.84816 -2.97404
C 1.24615 1.11228 1.81545
O 1.82696 -3.06037 0.13877
C -0.32623 -2.75634 -3.54398
H -2.97112 1.54090 -4.60155
N 0.98976 0.03194 1.07504
H 2.35548 -2.29707 3.03520
C 2.28900 -0.19139 3.49423
O 5.70347 0.57005 -6.44252
C 3.61180 -0.41485 -3.07156
O 0.90371 3.47255 1.83987
*
```

(3)
Entry from the Open Molecules 2025 dataset: an isolated molecule of C4H9FSi in a non-equilibrium geometry (the ωB97M-V functional and the def2-TZVPD basis).

Results
Energy relative to the best compared isomer or geometry (same formula, charge and spin)   15.6 kJ/mol
SMILES   CC(C)=C[SiH2]F
LUMO   0.0287 Ha
Frontier orbital gap   10.479 eV

The geometry in ORCA input format:
```
! RIJCOSX wB97M-V def2-TZVPD def2/J DEFGRID3
* xyz 0 1
H -2.88972 1.10747 -1.21140
H 2.73305 0.33028 -0.76848
H 2.53672 -0.33277 0.64486
C -0.42963 0.80711 0.24813
H 0.96473 -1.90585 0.45299
C 2.06907 0.44484 0.10012
Si -2.23570 0.57180 0.07221
H 2.23492 1.44425 0.53777
C 0.61141 0.02759 -0.10602
C 0.41686 -1.43350 -0.39998
H -0.58015 -1.71042 -0.31296
H -3.10123 1.25276 1.23152
H -0.29918 1.87131 0.61498
H 0.78636 -1.54854 -1.46636
F -2.81750 -0.92632 0.36261
*
```

(4)
Entry from the Open Molecules 2025 dataset: a cluster of 3 separate species, C35H30BBrIN3O5P in total in a non-equilibrium geometry (the ωB97M-V functional and the def2-TZVPD basis).

Results
LUMO   0.0095 Ha
Frontier orbital gap   5.131 eV

The geometry in ORCA input format:
```
! RIJCOSX wB97M-V def2-TZVPD def2/J DEFGRID3
* xyz -1 1
C 0.64308 -6.15394 4.51550
H 4.69243 -7.92895 6.69366
H 3.66637 -2.90510 -3.21769
C -4.93104 9.80769 -5.32846
C 1.26682 0.50547 3.79005
C -3.05330 7.40891 -3.09772
C -3.68905 8.64162 -3.61496
H 6.58681 -7.87050 5.10874
C 2.23987 -1.34992 -2.95725
H 1.16757 -1.21706 -0.88665
C -1.53725 -6.38826 6.23669
C 4.17737 -6.55313 3.10938
O -2.41637 7.43273 -2.05829
C -4.84002 10.98482 -4.59265
H 1.14671 1.19149 -1.80062
C 5.61059 -7.51078 4.79772
C -0.28106 -6.82676 6.64387
H 2.52741 -4.90664 -0.48522
C 4.54323 -7.54301 5.68951
H -3.68542 2.81365 -5.76833
H 3.00007 1.13460 -1.96193
H 4.04193 -6.17126 2.10158
C -3.20823 6.14859 -3.85634
H 6.25724 -7.00678 2.80699
C 2.13996 -0.86344 -1.41894
H 2.98787 -0.66606 -3.52274
C -3.92522 6.12780 -5.05338
O 2.30824 -7.58852 7.36510
B 0.96143 1.61460 1.04191
Br -1.66067 2.25660 -1.04442
N 2.84595 -3.95980 -0.79119
H 1.19610 -1.18741 -3.44180
O -5.09172 7.36370 -6.67379
C -4.18573 10.99067 -3.36234
H 2.82986 0.28724 0.75250
C 3.28548 -7.08561 5.29022
H 2.49689 -3.31103 -0.05686
H -0.75167 -5.25657 3.13388
H -1.84044 1.69414 2.10925
O -1.74802 0.75913 1.76992
H -2.68077 -5.46541 4.66336
C -3.54574 3.74949 -5.23556
H 0.54566 -4.48089 -1.22457
C 0.81326 -6.70463 5.78588
C 2.14855 -7.15715 6.23434
C -2.81284 3.77408 -4.05045
C 2.07410 -3.57338 -2.01999
C 1.78450 -6.06406 3.57801
N 0.79358 -3.93953 -2.07798
H -2.07522 4.98230 -2.43449
H -5.28463 11.89842 -4.97592
C -2.64356 4.97078 -3.36043
H 3.09365 -1.22689 -0.86733
C 2.09819 0.77149 -1.31641
H -2.38845 -6.49080 6.90291
C -4.50311 7.37284 -5.60420
H -4.12594 11.90684 -2.78258
H 3.05937 2.07261 0.28483
P -0.66421 0.80955 0.39720
O 1.63720 -5.57970 2.46884
C -0.61539 -5.69871 4.11638
H -0.15814 -7.26722 7.62898
C 2.31910 1.17490 0.23305
I 0.80601 3.83388 1.09297
C 5.42611 -7.02289 3.50557
C -4.09737 4.92387 -5.73957
C 1.15907 1.06561 2.59640
H -2.37674 2.85845 -3.66168
H 1.59842 -0.21374 4.62793
C -1.70215 -5.81583 4.97695
C 3.10488 -6.57873 4.00360
C -3.60570 9.82316 -2.87619
H -4.66456 4.89697 -6.66551
H -3.09260 9.83534 -1.91897
H -5.44702 9.80839 -6.28404
N 2.64424 -2.78679 -3.13476
C -4.36493 8.63017 -4.83470
*
```

(5)
Entry from the Open Molecules 2025 dataset: a structure of composition C4H6O2 in a non-equilibrium geometry (the ωB97M-V functional and the def2-TZVPD basis).

Results
Energy relative to the best compared isomer or geometry (same formula, charge and spin)   204.9 kJ/mol
LUMO   0.0316 Ha
Frontier orbital gap   11.546 eV

The geometry in ORCA input format:
```
! RIJCOSX wB97M-V def2-TZVPD def2/J DEFGRID3
* xyz 0 1
H -1.16739 -0.70267 0.00941
O -0.37862 0.14473 -1.42663
H 0.76047 1.29249 1.70660
H 1.42110 0.36563 -0.48477
C 0.38111 0.29505 -0.16417
H -0.95173 1.27672 1.26214
C -0.18056 -1.32871 -1.27109
C -0.13152 -1.09130 0.17565
O -0.17560 -2.21426 -2.05954
C 0.06060 1.37357 0.85605
H 0.17885 -1.77899 0.96789
H 0.18328 2.36773 0.42846
*
```